# CH11O4S

A 5-piece molecular cluster, CH11O4S overall (the ωB97M-V functional and the def2-TZVPD basis, the Open Molecules 2025 dataset).

Last column: Löwdin charge in e.
CARTESIAN COORDINATES (ANGSTROEM)
C: 0.224 1.609 -0.323  -0.64
S: 1.015 -0.034 -0.344  0.24
H: -0.331 1.769 -1.239  0.00
H: -0.436 1.657 0.551  0.00
H: 0.892 2.469 -0.243  -0.03
H: -0.797 -0.705 0.664  -0.09
H: -2.059 -1.006 -0.092  0.02
O: -1.759 -0.926 0.818  -0.14
H: 2.832 2.908 -0.014  0.01
H: 3.371 2.750 -1.394  0.03
O: 3.336 3.397 -0.677  -0.09
H: 0.003 -1.695 -1.801  -0.08
H: -1.413 -2.104 -2.288  0.00
O: -0.486 -2.139 -2.529  -0.13
H: -3.309 -2.364 3.132  0.01
H: -2.329 -1.361 2.536  0.00
O: -2.780 -1.599 3.384  -0.11

Lowest unoccupied orbital energy (eV): 3.523
Total charge: -1
Largest force on an atom (eV/A): 0.63


# CH11O4S

A 5-piece molecular cluster, CH11O4S overall (the ωB97M-V functional and the def2-TZVPD basis, the Open Molecules 2025 dataset).

Last column: Löwdin charge in e.
CARTESIAN COORDINATES (ANGSTROEM)
C: -1.384 1.654 -1.457  -0.60
S: -0.823 0.798 0.071  0.35
H: -1.409 0.928 -2.273  -0.01
H: -0.695 2.438 -1.789  0.00
H: -2.365 2.073 -1.259  -0.02
H: -0.585 0.519 2.647  -0.04
H: -0.374 -0.933 2.321  -0.01
O: -0.153 -0.277 2.995  -0.13
H: -1.412 -1.250 -0.043  -0.13
H: -2.640 -1.765 0.701  0.00
O: -1.811 -2.078 0.331  -0.18
H: 2.544 -0.787 -1.271  -0.01
H: 1.486 -1.765 -1.843  0.02
O: 2.416 -1.521 -1.910  -0.10
H: 1.573 1.042 0.095  -0.07
H: 3.096 1.205 0.363  0.03
O: 2.462 0.825 -0.248  -0.11

Lowest unoccupied orbital energy (eV): 3.733
Total charge: -1
Largest force on an atom (eV/A): 0.61


# CH11O5

A 5-piece molecular cluster, CH11O5 overall at a distorted geometry (the ωB97M-V functional and the def2-TZVPD basis, the Open Molecules 2025 dataset).

Last column: Löwdin charge in e.
CARTESIAN COORDINATES (ANGSTROEM)
C: -1.088 0.109 1.080  -0.30
O: 0.084 0.467 0.485  -0.44
H: -1.694 -0.278 0.142  0.06
H: -1.094 -0.687 2.006  0.11
H: -1.523 1.113 1.489  0.08
H: 0.930 2.532 0.678  0.01
H: 0.579 1.517 1.593  -0.04
O: 0.886 2.430 1.630  -0.12
H: 0.704 -0.740 0.013  -0.02
H: 2.133 -1.306 0.030  -0.11
O: 1.362 -1.504 0.330  -0.09
H: -1.626 -2.180 -0.195  0.01
H: -1.400 -1.093 -1.329  0.00
O: -1.485 -2.026 -1.111  -0.06
H: 0.179 -0.348 -2.105  0.01
H: 0.441 0.856 -1.236  0.08
O: 0.265 0.627 -2.279  -0.17

Lowest unoccupied orbital energy (eV): 3.990
Total charge: -1
Largest force on an atom (eV/A): 8.37


# CH12ClO5

CH12ClO5 as an isolated structure at a distorted geometry (the ωB97M-V functional and the def2-TZVPD basis, the Open Molecules 2025 dataset).

Last column: Löwdin charge in e.
CARTESIAN COORDINATES (ANGSTROEM)
Cl: -0.012 0.336 0.095  0.69
C: -0.424 -2.508 -0.888  -0.22
O: -0.650 -2.129 0.458  -0.21
H: 0.531 -2.096 -1.215  0.06
H: -0.401 -3.577 -1.102  0.06
H: -1.223 -2.209 -1.567  0.05
H: -0.696 -1.170 0.479  -0.14
O: 0.471 2.711 0.090  -0.17
H: 0.342 1.765 0.016  -0.31
H: -0.132 3.086 -0.551  0.02
O: -0.572 0.033 -2.628  -0.13
H: -0.390 0.429 -1.776  -0.12
H: -1.527 -0.016 -2.671  0.02
O: -0.357 1.105 2.564  -0.14
H: 0.241 1.843 2.441  0.00
H: -0.230 0.562 1.787  -0.15
O: 1.944 0.412 1.692  -0.15
H: 1.635 1.304 1.850  -0.01
H: 1.450 0.119 0.926  -0.15

Lowest unoccupied orbital energy (eV): 3.540
Total charge: -1
Largest force on an atom (eV/A): 5.48


# CH12LiN2O5

CH12LiN2O5 as an isolated structure at a distorted geometry (the ωB97M-V functional and the def2-TZVPD basis, the Open Molecules 2025 dataset).

Last column: Löwdin charge in e.
CARTESIAN COORDINATES (ANGSTROEM)
Li: 0.972 -1.334 -0.265  0.73
C: -2.122 1.848 0.984  -0.79
O: -3.351 1.929 1.079  0.03
N: -1.494 0.913 1.642  0.17
N: -1.406 2.695 0.324  0.17
H: -0.605 0.755 1.190  0.06
H: -2.036 0.096 1.880  0.13
H: -0.424 2.746 0.105  0.11
H: -1.936 3.493 0.005  0.13
O: 1.381 -0.640 1.514  -0.08
H: 1.691 -1.177 2.247  0.08
H: 1.559 0.264 1.784  0.07
O: 2.303 -2.636 -0.761  -0.07
H: 3.256 -2.687 -0.667  0.08
H: 2.089 -3.293 -1.427  0.07
O: -1.005 -1.422 -1.070  -0.07
H: -1.733 -0.814 -1.214  0.07
H: -1.312 -2.256 -1.433  0.07
O: 1.413 0.213 -1.714  -0.07
H: 0.700 0.846 -1.824  0.05
H: 2.060 0.459 -2.379  0.07

Lowest unoccupied orbital energy (eV): -3.528
Total charge: +1
Largest force on an atom (eV/A): 5.55


# CH12N2O3

A 4-piece molecular cluster, CH12N2O3 overall at a distorted geometry (the ωB97M-V functional and the def2-TZVPD basis, the Open Molecules 2025 dataset).

Last column: Löwdin charge in e.
CARTESIAN COORDINATES (ANGSTROEM)
N: -0.484 -0.914 0.611  -0.01
C: -0.914 0.242 1.404  -0.35
N: -1.956 1.031 0.762  0.01
H: -0.525 -0.759 -0.395  0.05
H: -1.104 -1.707 0.711  0.07
H: -0.061 0.845 1.706  0.10
H: -1.322 -0.169 2.330  0.10
H: -2.777 0.477 0.585  0.06
H: -1.613 1.419 -0.093  0.03
H: 2.058 0.799 -1.131  0.03
H: 1.993 -0.700 -1.088  0.04
O: 1.571 0.075 -1.472  -0.04
H: 1.670 -1.124 1.197  0.00
H: 2.975 -1.141 1.949  0.03
O: 2.606 -1.378 1.096  -0.07
H: -0.026 0.699 -2.482  0.00
H: -1.105 1.481 -3.194  0.04
O: -0.985 0.826 -2.496  -0.07

SMILES: NCN.O.O.O
Lowest unoccupied orbital energy (eV): 0.727
Total charge: 0
Largest force on an atom (eV/A): 1.50


Values of ΔE to the lowest compared entry with this formula, charge and spin, in order: 8.9, 4.1, 61.6, 90.4, 11.0, 3.6, all in kcal per mole.